C12H35CdIN3O4 | the ωB97M-V functional and the def2-TZVPD basis

Calculated values
Spin multiplicity   1
HOMO-LUMO gap   1.86 eV
Highest occupied orbital energy   -11.17 eV
LUMO energy   -9.31 eV
E_tot   -38323.189 eV
Total charge   +1

```
56
C12H35CdIN3O4 the ωB97M-V functional and the def2-TZVPD basis
Cd 0.208 0.800 -6.018
I -0.681 1.188 -2.206
C -2.188 -6.334 -1.764
C -1.070 -5.388 -2.226
C -0.216 -5.972 -3.357
O 0.689 -5.039 -3.875
C 1.859 -4.702 -3.191
N -1.832 -4.192 -2.474
H -2.588 -6.091 -0.780
H -1.776 -7.339 -1.676
H -3.057 -6.285 -2.422
H -0.379 -5.275 -1.390
H -0.748 -6.173 -4.286
H 0.244 -6.898 -3.012
H 2.331 -5.664 -2.990
H 1.697 -4.241 -2.217
H 2.515 -4.072 -3.792
H -2.451 -4.000 -1.699
H -1.245 -3.377 -2.571
C -2.890 8.806 -0.638
C -2.443 7.369 -0.356
C -3.311 6.571 0.545
O -4.732 6.837 0.277
C -5.522 6.094 1.122
N -2.381 6.678 -1.693
H -3.001 9.455 0.231
H -3.939 8.874 -0.927
H -2.195 9.313 -1.306
H -1.438 7.445 0.060
H -3.199 6.810 1.603
H -3.119 5.505 0.419
H -6.559 6.428 1.142
H -5.262 6.239 2.171
H -5.397 5.043 0.862
H -2.210 5.705 -1.485
H -3.312 6.652 -2.082
C 4.135 -1.000 1.133
C 3.411 -2.049 1.967
C 4.281 -2.590 3.110
O 3.799 -3.846 3.651
C 4.761 -4.439 4.508
N 2.318 -1.251 2.510
H 3.581 -0.500 0.339
H 4.970 -1.518 0.660
H 4.484 -0.244 1.837
H 3.080 -2.908 1.383
H 4.260 -1.885 3.940
H 5.294 -2.657 2.715
H 5.701 -3.888 4.484
H 4.816 -5.502 4.272
H 4.378 -4.413 5.529
H 1.904 -0.771 1.724
H 1.643 -1.822 2.998
O 1.026 3.879 1.706
H 0.460 3.356 1.139
H 1.297 3.275 2.397
```

=====

C22H13CoI2N3O5S | the ωB97M-V functional and the def2-TZVPD basis

Calculated values
Spin multiplicity   1
HOMO-LUMO gap   6.70 eV
Highest occupied orbital energy   -4.70 eV
LUMO energy   2.00 eV
E_tot   -102397.408 eV
Relative energy (zero: lowest compared OMol25 entry of this formula, charge and spin)   7.0 kcal/mol
Total charge   -1

```
47
C22H13CoI2N3O5S the ωB97M-V functional and the def2-TZVPD basis
Co 0.040 -0.050 -0.045
I 5.000 0.005 0.126
C 3.619 -0.012 1.693
C 4.004 -0.011 3.033
C 3.052 -0.016 4.028
I 3.729 -0.023 6.029
C 1.669 -0.031 3.750
C 0.607 -0.022 4.670
C -0.688 -0.003 4.198
C -0.944 -0.023 2.831
N 0.029 -0.067 1.944
C 1.311 -0.047 2.381
C 2.274 -0.022 1.334
O 1.839 0.002 0.117
H 5.054 -0.010 3.289
H 0.797 -0.015 5.735
H -1.519 0.033 4.888
H -1.950 -0.003 2.432
O 0.170 0.218 -1.919
N 0.053 1.411 -2.340
N 0.040 2.311 -1.447
O 0.112 2.075 -0.159
C -0.011 3.666 -1.869
C -0.019 4.005 -3.222
C -0.030 5.339 -3.583
C -0.032 6.336 -2.617
C -0.033 5.990 -1.274
C -0.024 4.658 -0.895
H -0.009 3.222 -3.965
H -0.032 5.609 -4.632
H -0.034 7.379 -2.909
H -0.038 6.760 -0.514
H -0.022 4.362 0.142
O -3.910 -0.301 0.066
C -2.807 -0.826 -0.024
O -1.729 -0.137 -0.140
C -2.697 -2.333 -0.005
C -3.921 -3.011 0.023
C -4.000 -4.387 0.032
C -2.823 -5.129 0.015
C -1.606 -4.485 -0.006
C -1.507 -3.081 -0.018
S 0.128 -2.475 -0.037
H -4.813 -2.401 0.036
H -4.963 -4.882 0.049
H -2.861 -6.213 0.014
H -0.683 -5.053 -0.017
```

=====

C3H5NO2 | the ωB97M-V functional and the def2-TZVPD basis

Calculated values
Spin multiplicity   1
HOMO-LUMO gap   10.34 eV
Highest occupied orbital energy   -10.55 eV
LUMO energy   -0.22 eV
E_tot   -8774.313 eV
Relative energy (zero: lowest compared OMol25 entry of this formula, charge and spin)   78.0 kcal/mol
SMILES string   [H]/N=C1/COC1=O.[H][H]

```
11
C3H5NO2 the ωB97M-V functional and the def2-TZVPD basis
N 1.462 -0.396 0.822
C 0.335 -0.040 0.396
C -1.003 -0.729 0.257
O -1.620 0.575 0.040
C -0.426 1.242 0.052
O -0.207 2.398 -0.118
H 2.095 0.406 0.837
H 1.205 -0.526 -1.208
H 0.666 -0.360 -1.699
H -1.223 -1.393 -0.586
H -1.284 -1.178 1.206
```

=====

C33H40BaCl3N2O4P2SSi2 | the ωB97M-V functional and the def2-TZVPD basis

Calculated values
Spin multiplicity   2
HOMO-LUMO gap (spin up / spin down)   4.22 / 6.01 eV
Highest occupied orbital energy (spin up / spin down)   -0.21 / -1.99 eV
LUMO energy (spin up / spin down)   4.01 / 4.01 eV
E_tot   -129464.824 eV
Relative energy (zero: lowest compared OMol25 entry of this formula, charge and spin)   0.0 kcal/mol
Total charge   -2

```
88
C33H40BaCl3N2O4P2SSi2 the ωB97M-V functional and the def2-TZVPD basis
Ba -0.493 0.010 -2.534
C -0.171 -3.569 -1.977
Si -0.637 -3.176 -0.197
C 0.707 -3.971 0.894
C -2.227 -4.078 0.055
N -0.747 -1.491 -0.026
P -0.501 -0.310 0.981
C -0.228 1.149 0.256
P 1.422 1.529 0.232
N 2.311 0.832 -0.905
Si 3.708 -0.032 -1.152
C 3.397 -1.867 -1.576
C 4.642 0.691 -2.626
C 4.882 0.125 0.325
C 1.973 1.063 1.941
C 1.722 1.841 3.058
C 1.901 1.244 4.342
C 2.187 -0.121 4.439
C 2.427 -0.889 3.355
C 2.253 -0.337 2.058
C 1.678 3.359 0.237
C 2.932 3.891 0.140
C 3.118 5.290 0.008
C 2.005 6.125 0.078
C 0.740 5.591 0.277
C 0.573 4.220 0.316
C -1.372 -0.317 2.583
C -1.487 0.964 3.156
C -2.022 1.193 4.386
C -2.491 0.142 5.157
C -2.310 -1.141 4.665
C -1.782 -1.383 3.406
C -4.134 0.418 -1.060
C -4.479 -0.469 -0.043
C -4.903 0.000 1.172
C -5.078 1.349 1.373
C -5.020 2.221 0.305
C -4.415 1.782 -0.885
H -0.380 -4.592 -2.018
H 0.869 -3.334 -2.195
H -0.830 -3.071 -2.682
H 1.397 -4.505 0.189
H 0.203 -4.670 1.514
H 1.174 -3.213 1.474
H -2.098 -5.160 0.178
H -2.815 -3.777 -0.878
H -2.766 -3.787 0.988
H 2.432 -1.779 -2.128
H 3.224 -2.444 -0.597
H 4.125 -2.398 -2.243
H 3.914 1.035 -3.389
H 5.407 0.037 -3.090
H 5.138 1.653 -2.359
H 5.994 -0.475 0.287
H 4.411 -0.103 1.269
H 5.151 1.073 0.387
H 1.547 2.917 2.957
H 1.644 1.719 5.267
H 2.189 -0.510 5.470
H 2.731 -1.958 3.390
H 2.467 -0.904 1.195
H 3.823 3.216 0.115
H 4.130 5.699 -0.012
H 2.168 7.174 -0.131
H -0.166 6.218 0.198
H -0.422 3.745 0.464
H -1.207 1.821 2.512
H -2.202 2.242 4.624
H -2.867 0.338 6.144
H -2.755 -2.006 5.220
H -1.650 -2.382 3.061
H -4.366 -1.519 -0.249
H -5.093 -0.711 1.959
H -5.398 1.677 2.344
H -5.187 3.257 0.540
H -4.272 2.403 -1.804
O 2.292 -0.021 -5.926
Cl 0.932 0.387 -5.763
O 0.034 -0.648 -5.316
O 0.900 1.338 -4.583
O 0.511 1.101 -6.952
S -3.722 -1.645 -2.753
C -3.414 -0.076 -2.216
Cl -2.222 -3.110 -7.283
C -3.446 -2.922 -5.998
Cl -4.711 -4.200 -6.189
H -3.944 -2.004 -6.153
H -2.957 -3.004 -5.058
```

=====

C32H48ClLuN2O6P | the ωB97M-V functional and the def2-TZVPD basis

Calculated values
Spin multiplicity   1
HOMO-LUMO gap (spin up / spin down)   3.86 / 3.88 eV
Highest occupied orbital energy (spin up / spin down)   -3.13 / -3.14 eV
LUMO energy (spin up / spin down)   0.74 / 0.74 eV
E_tot   -104651.986 eV
Relative energy (zero: lowest compared OMol25 entry of this formula, charge and spin)   116.9 kcal/mol
Total charge   -1

```
91
C32H48ClLuN2O6P the ωB97M-V functional and the def2-TZVPD basis
Lu 0.071 -0.193 2.743
P 0.101 -0.328 -1.114
Cl 2.338 -1.251 2.148
C 0.100 1.253 4.329
H 0.390 0.867 5.299
H -1.041 1.160 4.470
C 1.247 -1.394 -2.151
C 0.288 1.432 -1.769
C 2.711 -1.003 -1.888
H 1.082 -2.386 -1.687
C 3.667 -2.058 -2.465
H 2.924 -0.036 -2.367
H 2.875 -0.889 -0.807
C 3.390 -2.349 -3.944
H 4.702 -1.720 -2.334
H 3.550 -2.982 -1.883
C 1.907 -2.617 -4.233
H 3.721 -1.491 -4.545
H 3.985 -3.210 -4.268
C 0.988 -1.533 -3.652
H 1.741 -2.695 -5.314
H 1.625 -3.582 -3.789
H 1.194 -0.579 -4.156
H -0.061 -1.784 -3.857
C -1.642 -0.907 -1.580
C 0.347 1.676 -3.274
H -0.611 1.908 -1.329
C 0.185 3.176 -3.547
H 1.328 1.347 -3.646
H -0.420 1.116 -3.820
C 1.235 4.021 -2.814
H 0.240 3.357 -4.627
H -0.816 3.482 -3.212
C 1.386 3.639 -1.336
H 2.206 3.903 -3.311
H 0.964 5.080 -2.889
C 1.509 2.121 -1.137
H 2.254 4.142 -0.889
H 0.495 3.975 -0.787
H 2.434 1.769 -1.615
H 1.565 1.859 -0.073
C -1.738 -2.442 -1.599
H -2.205 -0.532 -0.703
C -3.181 -2.925 -1.798
H -1.115 -2.846 -2.411
H -1.335 -2.848 -0.661
C -3.850 -2.289 -3.025
H -3.191 -4.019 -1.897
H -3.761 -2.682 -0.895
C -3.701 -0.764 -3.076
H -3.413 -2.723 -3.935
H -4.915 -2.550 -3.037
C -2.262 -0.284 -2.836
H -4.046 -0.392 -4.049
H -4.348 -0.307 -2.314
H -1.658 -0.544 -3.719
H -2.262 0.812 -2.751
C -1.729 -2.354 2.092
C -0.796 -2.306 3.002
H -2.113 -1.545 1.477
C -1.289 -2.651 4.412
H 0.347 -2.247 3.119
C -1.479 -4.180 4.352
H -0.576 -2.270 5.174
H -2.244 -2.130 4.658
C -2.128 -4.674 2.978
H -0.465 -4.587 4.501
H -2.086 -4.526 5.211
C -1.985 -3.776 1.679
H -1.816 -5.717 2.765
H -3.215 -4.644 3.171
H -1.055 -4.081 1.078
H -2.839 -3.907 0.974
O -1.156 3.402 0.602
C -0.662 2.569 1.359
O -0.749 1.245 1.219
C 0.135 3.187 2.550
C 1.535 3.015 2.640
C 2.301 3.618 3.677
C 1.684 4.312 4.725
C 0.289 4.491 4.652
C -0.456 4.026 3.521
N -0.398 4.993 5.804
O 0.274 5.344 6.802
O -1.647 5.060 5.773
N 3.719 3.440 3.620
O 4.177 2.821 2.628
O 4.450 3.896 4.524
H 2.061 2.349 1.964
H 2.253 4.632 5.600
H -1.520 4.234 3.522
```

=====

C3H6N2O | the ωB97M-V functional and the def2-TZVPD basis

Calculated values
Spin multiplicity   1
HOMO-LUMO gap   10.64 eV
Highest occupied orbital energy   -9.61 eV
LUMO energy   1.03 eV
E_tot   -8233.446 eV
Relative energy (zero: lowest compared OMol25 entry of this formula, charge and spin)   75.0 kcal/mol
SMILES string   CC(=O)N1CN1

```
12
C3H6N2O the ωB97M-V functional and the def2-TZVPD basis
C -0.298 -0.469 -0.847
C -0.033 -0.795 1.631
C 0.242 0.684 -1.704
N 0.196 0.620 1.365
N -0.605 -0.171 0.493
O -0.275 -1.634 -1.179
H 0.878 -1.352 1.622
H -0.732 -1.026 2.558
H 0.844 1.265 -1.096
H -0.426 1.418 -2.054
H 0.675 0.306 -2.667
H -0.468 1.154 1.877
```

=====

C4H12N3 | the ωB97M-V functional and the def2-TZVPD basis

Calculated values
Spin multiplicity   1
HOMO-LUMO gap   10.38 eV
Highest occupied orbital energy   -13.93 eV
LUMO energy   -3.55 eV
E_tot   -8803.762 eV
Relative energy (zero: lowest compared OMol25 entry of this formula, charge and spin)   91.6 kcal/mol
Total charge   +1

```
19
C4H12N3 the ωB97M-V functional and the def2-TZVPD basis
C -0.973 -1.303 -0.070
C -2.456 -1.160 -0.053
C 3.503 0.059 -0.086
C 2.173 -0.598 0.332
N 1.158 -0.126 -0.283
N -1.453 2.073 0.166
N -0.151 -0.288 0.014
H -0.709 -2.372 -0.372
H -2.801 -1.410 -1.019
H -2.915 -0.156 0.286
H -2.990 -2.016 0.356
H 3.918 -0.399 -0.905
H 3.206 1.041 -0.491
H 4.232 -0.114 0.728
H 2.038 -1.212 1.175
H -2.538 2.117 0.325
H -1.143 2.902 0.683
H -1.486 2.089 -0.888
H -0.612 0.872 0.101
```

=====

C5H8 | the ωB97M-V functional and the def2-TZVPD basis

Calculated values
Spin multiplicity   1
HOMO-LUMO gap (spin up / spin down)   7.72 / 7.73 eV
Highest occupied orbital energy (spin up / spin down)   -7.99 / -8.38 eV
LUMO energy (spin up / spin down)   -0.26 / -0.65 eV
E_tot   -5309.805 eV
Relative energy (zero: lowest compared OMol25 entry of this formula, charge and spin)   100.6 kcal/mol

```
13
C5H8 the ωB97M-V functional and the def2-TZVPD basis
C -1.467 -0.011 -0.697
C -0.715 0.667 0.465
C 0.393 -0.204 0.956
C 1.513 -0.508 0.254
C 2.249 -0.197 -0.886
H -0.783 -0.206 -1.531
H -1.895 -0.973 -0.386
H -2.284 0.627 -1.052
H -0.306 1.626 0.122
H -1.416 0.862 1.283
H 0.188 -0.846 1.812
H 1.677 -1.567 0.488
H 2.848 0.731 -0.826
```

=====

> Which of these has the highest spin multiplicity?

C33H40BaCl3N2O4P2SSi2

=====

> The lowest E_tot belongs to which entry?

C33H40BaCl3N2O4P2SSi2

=====

> Which formula does entry 7 have?

C4H12N3

=====

> What is the formula in the seventh record?

C4H12N3